1.
{"formula": "C39H41AsBrGeIrN3O4", "method": "wB97M-V/def2-TZVPD", "elements": ["Ir", "O", "C", "C", "C", "C", "C", "C", "C", "N", "C", "C", "N", "H", "H", "H", "H", "H", "H", "H", "C", "C", "C", "C", "C", "Br", "N", "C", "H", "H", "H", "H", "H", "H", "O", "C", "O", "C", "C", "Ge", "C", "C", "C", "C", "C", "C", "C", "C", "C", "C", "C", "C", "C", "C", "C", "C", "C", "C", "H", "H", "H", "H", "H", "H", "H", "H", "H", "H", "H", "H", "H", "H", "H", "H", "H", "H", "H", "C", "As", "C", "C", "O", "H", "H", "H", "H", "H", "H", "H", "H", "H"], "coordinates": [[0.56478, 1.04000, 1.27069], [0.30826, 2.41578, 2.64574], [-0.74851, 2.32051, 3.48110], [-1.38516, 3.50992, 3.83515], [-2.42179, 3.51237, 4.74889], [-2.85869, 2.32381, 5.32463], [-2.23622, 1.14202, 4.98220], [-1.17501, 1.11868, 4.07245], [-0.49603, -0.13005, 3.76204], [0.34686, -0.31909, 2.75618], [0.78460, -1.62718, 2.80016], [0.21261, -2.23157, 3.86931], [-0.58781, -1.27929, 4.46122], [-1.04161, 4.42888, 3.37767], [-2.90059, 4.44666, 5.01038], [-3.67917, 2.32346, 6.02771], [-2.59500, 0.21804, 5.42037], [1.47642, -2.01843, 2.07443], [0.30545, -3.22801, 4.26161], [-1.11667, -1.40076, 5.30854], [-0.81440, 5.79063, -0.95347], [0.07306, 4.58548, -1.07364], [1.05825, 4.47616, -2.05033], [1.85034, 3.34406, -2.12554], [1.64940, 2.33669, -1.20207], [2.62387, 0.73338, -1.32086], [0.73300, 2.43665, -0.23489], [-0.04345, 3.53136, -0.18441], [-0.77589, 6.39600, -1.85674], [-0.50191, 6.41914, -0.11824], [-1.85039, 5.50114, -0.78016], [1.20266, 5.27885, -2.76309], [2.60505, 3.22862, -2.88937], [-0.77255, 3.54149, 0.61584], [-1.43996, 0.86171, 0.90591], [-1.52500, -0.07127, 0.06040], [-0.46409, -0.57721, -0.41009], [-2.85542, -0.62447, -0.34898], [-2.77054, -1.32178, -1.70149], [-0.98866, -2.02874, -2.09633], [-1.61352, -3.24940, -3.86491], [-1.95261, -4.56928, -3.64538], [-2.83767, -5.13230, -4.53985], [-3.22957, -4.42401, -5.68399], [-2.76412, -3.14280, -5.93060], [-1.88168, -2.55039, -5.05050], [0.14912, -0.98428, -3.26008], [1.30861, -1.51236, -3.82666], [2.06758, -0.75461, -4.70967], [1.66346, 0.52829, -5.04377], [0.50552, 1.06220, -4.48652], [-0.25140, 0.30790, -3.60510], [-0.25766, -3.48711, -1.05927], [-0.72514, -3.69849, 0.23771], [-0.26940, -4.77358, 0.98558], [0.66506, -5.64841, 0.44910], [1.14135, -5.44801, -0.83883], [0.67519, -4.37961, -1.59098], [-3.60810, 0.16182, -0.31160], [-3.12200, -1.33853, 0.43704], [-3.00164, -0.63069, -2.51520], [-3.48859, -2.13718, -1.77738], [-1.62092, -5.11566, -2.77388], [-3.20253, -6.13424, -4.35625], [-3.87916, -4.89592, -6.40965], [-3.06850, -2.61196, -6.82273], [-1.49062, -1.56156, -5.24219], [1.63905, -2.51183, -3.57842], [2.96741, -1.17087, -5.14273], [2.24442, 1.11161, -5.74624], [0.18883, 2.06388, -4.74867], [-1.15183, 0.73905, -3.18003], [-1.44893, -3.02140, 0.67686], [-0.65144, -4.93621, 1.98530], [1.01561, -6.49096, 1.03035], [1.86681, -6.13000, -1.26194], [1.04010, -4.26042, -2.60322], [2.38414, 1.39913, 4.72231], [3.18608, 1.97296, 3.07937], [5.00464, 1.39227, 3.10122], [3.18097, 3.88416, 2.98171], [2.55643, 1.26153, 1.67754], [3.10016, 1.56989, 5.52567], [2.16575, 0.33516, 4.64971], [1.47207, 1.96161, 4.90927], [5.55972, 1.95360, 3.85182], [5.43492, 1.56377, 2.11688], [5.04048, 0.33021, 3.33511], [3.42401, 4.29712, 3.96026], [2.18991, 4.20366, 2.67379], [3.92956, 4.19864, 2.25675]], "lowdin_charge": [1.3757, -0.2841, -0.3336, -0.0001, -0.0489, -0.0630, -0.0187, -0.1036, -0.2638, -0.0691, -0.0891, -0.0494, 0.1440, 0.1208, 0.1171, 0.1142, 0.1134, 0.1236, 0.1250, 0.1644, -0.0246, -0.2259, 0.0113, -0.0795, -0.6883, 0.9201, -0.1155, -0.0521, 0.0870, 0.0941, 0.0903, 0.1319, 0.1154, 0.1233, -0.0813, -0.5988, -0.1149, -0.1280, -0.2086, 1.0555, -0.0959, -0.0649, -0.0375, -0.0280, -0.0489, -0.0469, -0.3182, -0.1081, -0.0709, -0.0679, -0.0817, -0.1223, -0.2729, -0.1032, -0.0765, -0.0603, -0.0593, -0.1103, 0.1339, 0.1310, 0.0813, 0.0868, 0.1112, 0.1225, 0.1223, 0.1230, 0.1093, 0.0919, 0.1163, 0.1151, 0.1125, 0.1068, 0.0954, 0.1062, 0.1139, 0.1150, 0.0937, -0.1670, 1.0569, -0.1823, -0.1727, -0.6663, 0.0569, 0.0395, 0.0405, 0.0537, 0.0510, 0.0509, 0.0554, 0.0311, 0.0514], "lumo_energy_ev": [-4.46, -7.61], "energy_ha": -8966.55682, "orbital_gap_ev": [8.25, 5.09], "spin_multiplicity": 2, "total_charge": 2}



2.
{"formula": "C39H41B2N9S2SbScSe", "method": "wB97M-V/def2-TZVPD", "elements": ["Sc", "B", "N", "C", "C", "C", "N", "N", "C", "C", "C", "N", "H", "H", "H", "H", "H", "H", "H", "H", "B", "N", "C", "C", "C", "N", "N", "C", "C", "C", "N", "H", "H", "H", "H", "H", "H", "H", "H", "C", "C", "S", "C", "C", "S", "H", "H", "H", "H", "H", "H", "Se", "C", "C", "C", "N", "C", "C", "H", "H", "H", "H", "C", "C", "C", "C", "C", "C", "Sb", "C", "C", "C", "C", "C", "C", "C", "C", "C", "C", "C", "C", "H", "H", "H", "H", "H", "H", "H", "H", "H", "H", "H", "H", "H", "H", "H"], "coordinates": [[0.22575, 0.09081, 0.30523], [2.96102, 1.02414, 1.04511], [2.08587, 2.09173, 1.77015], [2.40871, 3.07406, 2.61925], [1.26677, 3.81595, 2.87598], [0.27473, 3.19014, 2.11341], [0.78518, 2.15627, 1.45584], [2.82877, 1.38934, -0.44481], [3.61728, 2.12188, -1.23952], [2.91585, 2.42442, -2.39135], [1.66863, 1.81899, -2.21078], [1.63064, 1.20353, -1.03430], [4.09604, 1.11228, 1.41548], [2.41949, -0.06795, 1.21212], [3.41227, 3.18145, 2.99613], [1.16297, 4.67486, 3.51594], [-0.76739, 3.44794, 2.00276], [4.62559, 2.36871, -0.95096], [3.25014, 2.99199, -3.24120], [0.82213, 1.79176, -2.87434], [-2.76346, -0.29732, 1.22302], [-1.86399, -0.06874, 2.46244], [-2.20709, 0.18206, 3.72973], [-1.05000, 0.28933, 4.48430], [-0.02285, 0.07896, 3.56851], [-0.52908, -0.13777, 2.35527], [-2.69806, 1.01646, 0.38747], [-3.61232, 1.96910, 0.21458], [-3.04720, 2.99170, -0.53697], [-1.74896, 2.55618, -0.78592], [-1.55584, 1.35808, -0.23096], [-2.26206, -1.16821, 0.56397], [-3.89392, -0.49520, 1.56898], [-3.24301, 0.25606, 4.01512], [-0.96749, 0.45332, 5.54430], [1.04223, 0.05825, 3.73482], [-4.60180, 1.86966, 0.62746], [-3.50904, 3.91154, -0.85047], [-0.95815, 3.03762, -1.33887], [3.93778, -1.78518, -3.03610], [2.45594, -1.54257, -2.81494], [1.64369, -0.77179, -4.13025], [1.92351, -1.94790, -1.63353], [2.75817, -2.71938, -0.63002], [0.19566, -1.84766, -1.19759], [4.26670, -1.22567, -3.90759], [4.12830, -2.84992, -3.21114], [4.52792, -1.47757, -2.16773], [2.97039, -3.72930, -1.00335], [2.22942, -2.82641, 0.31326], [3.71576, -2.23046, -0.42616], [0.40692, -3.36176, 2.26808], [0.10484, -3.33115, 4.11835], [-1.18168, -3.16238, 4.65237], [-1.35353, -3.09281, 6.02069], [-0.36474, -3.18981, 6.91545], [0.85685, -3.37928, 6.40643], [1.14071, -3.46476, 5.05708], [-2.02807, -3.07702, 3.98310], [-2.34454, -2.94332, 6.44567], [1.65178, -3.46424, 7.14539], [2.15671, -3.62247, 4.71975], [-5.58591, -2.48030, -0.93160], [-4.35827, -3.12095, -0.86294], [-3.25922, -2.59889, -1.53154], [-3.36581, -1.43633, -2.29266], [-4.60108, -0.79069, -2.33394], [-5.70206, -1.30687, -1.66304], [-1.63309, -0.57188, -3.31465], [-1.29840, -2.34675, -4.53734], [-0.90802, -3.56298, -3.98246], [-0.60270, -4.64957, -4.78995], [-0.67491, -4.54382, -6.17060], [-1.06040, -3.33729, -6.73477], [-1.36231, -2.25121, -5.92567], [-3.04217, 0.25579, -4.85521], [-2.93644, 1.62927, -5.06574], [-3.75053, 2.29989, -5.97240], [-4.69512, 1.59186, -6.70011], [-4.81455, 0.21980, -6.51110], [-4.00151, -0.43435, -5.59617], [-6.44618, -2.88378, -0.40928], [-4.24776, -4.02497, -0.27540], [-2.30082, -3.09258, -1.43192], [-4.70870, 0.12380, -2.90597], [-6.65556, -0.79101, -1.71711], [-0.80563, -3.66167, -2.91116], [-0.29264, -5.58540, -4.33815], [-0.42469, -5.38833, -6.80298], [-1.11432, -3.23351, -7.81354], [-1.64197, -1.31136, -6.38374], [-2.18964, 2.18518, -4.50324], [-3.64205, 3.36956, -6.11889], [-5.34328, 2.10468, -7.40214], [-5.54113, -0.34120, -7.09007], [-4.10801, -1.50539, -5.45680]], "lowdin_charge": [0.7710, -0.4221, -0.0806, -0.0935, -0.0718, -0.1396, -0.0167, -0.0766, -0.0797, -0.0584, -0.1792, -0.0408, 0.0818, 0.0738, 0.1127, 0.0791, 0.1069, 0.1153, 0.0874, 0.0693, -0.4444, -0.0632, -0.0826, -0.0555, -0.1488, -0.0719, -0.0621, -0.0811, -0.0619, -0.1534, -0.0405, 0.0661, 0.0868, 0.1166, 0.0927, 0.1209, 0.1197, 0.0845, 0.1065, -0.1654, -0.8468, 0.4400, -0.7331, -0.1653, 0.4940, 0.0318, 0.0710, 0.0555, 0.0764, -0.0454, 0.0612, 0.5130, -0.7693, -0.1611, -0.2088, -0.0013, -0.2113, -0.1556, 0.0856, 0.0848, 0.0812, 0.0775, -0.1177, -0.0928, -0.1493, -0.3536, -0.1456, -0.1120, 1.3874, -0.3796, -0.1421, -0.0977, -0.1211, -0.1100, -0.1554, -0.3829, -0.1590, -0.1188, -0.1273, -0.1085, -0.1480, 0.0876, 0.1017, 0.0570, 0.0850, 0.0884, 0.0457, 0.0945, 0.0851, 0.0891, 0.0843, 0.0735, 0.0876, 0.0849, 0.0901, 0.1040], "lumo_energy_ev": 3.94, "energy_ha": -6252.26393, "orbital_gap_ev": 5.02, "total_charge": -2}